Here is a molecular structure, C48H120N7O23Y in a non-equilibrium geometry from the Open Molecules 2025 dataset. Energies are from ωB97M-V/def2-TZVPD.

Last column: Mulliken charge in e.
Element x y z (Å)
O  1.757  0.623  0.033  1.8756
H  2.139  -0.776  -0.179  -0.9314
H  1.646  1.433  -0.427  -0.8031
H  2.414  0.791  0.819  -0.3310
Y  1.424  0.684  -3.928  0.4342
C  -1.078  -1.063  -3.239  -0.3554
O  -0.528  -0.198  -2.430  0.6895
O  -0.587  -1.153  -4.465  -0.5305
O  1.689  -1.643  -3.196  -1.0922
C  2.944  2.210  -2.832  0.2792
O  3.726  1.106  -2.312  0.5772
O  3.265  2.735  -3.984  -0.7988
O  1.720  2.329  -2.535  -0.7232
C  7.087  -0.026  0.650  -0.4545
O  7.744  -0.942  1.510  -0.1087
C  9.148  -0.907  1.503  -0.7290
C  9.622  -1.908  2.580  -0.6335
N  9.033  -1.582  3.867  -0.3675
C  9.289  -2.589  4.914  -0.6355
C  8.381  -2.349  6.077  -0.6686
O  6.979  -2.595  5.653  -0.2487
C  6.078  -2.372  6.698  -0.8672
H  7.356  0.991  0.928  0.3083
H  6.019  -0.243  0.688  -0.2052
H  7.582  -0.225  -0.304  0.2705
H  9.475  0.122  1.705  0.3987
H  9.556  -1.209  0.521  0.3917
H  10.705  -1.861  2.633  0.4070
H  9.308  -2.881  2.169  0.3236
H  8.032  -1.610  3.680  0.2271
H  10.310  -2.453  5.278  0.3696
H  9.186  -3.618  4.543  0.3681
H  8.401  -1.321  6.413  0.3579
H  8.549  -3.014  6.937  0.4581
H  5.160  -2.921  6.469  0.2298
H  5.901  -1.291  6.887  0.3081
H  6.408  -2.766  7.663  0.3967
C  -2.189  -1.054  3.382  0.3387
O  -3.117  -0.968  4.524  -0.5126
C  -4.220  -0.025  4.403  -0.7202
C  -5.331  -0.586  3.516  -0.2019
N  -5.774  -1.861  4.069  -0.3349
C  -6.825  -2.427  3.213  -0.0705
C  -7.334  -3.695  3.885  -0.7342
O  -6.237  -4.526  4.099  -0.2325
C  -6.670  -5.836  4.546  -0.8049
H  -1.753  -0.057  3.323  -0.0751
H  -2.760  -1.174  2.472  -0.1819
H  -1.444  -1.820  3.579  0.2512
H  -3.863  0.912  3.928  0.2720
H  -4.588  0.214  5.398  0.3829
H  -4.876  -0.617  2.505  -0.1544
H  -6.097  0.181  3.516  0.4969
H  -4.966  -2.470  3.980  0.3521
H  -6.456  -2.642  2.171  -0.1694
H  -7.634  -1.703  3.114  0.3800
H  -8.083  -4.230  3.269  0.3874
H  -7.836  -3.480  4.847  0.3570
H  -7.132  -5.668  5.522  0.3149
H  -5.794  -6.465  4.559  0.2311
H  -7.445  -6.241  3.886  0.3115
C  1.571  0.010  3.875  -0.8201
O  1.006  0.828  2.867  0.4379
C  1.158  2.211  3.021  -0.4127
C  2.546  2.747  2.844  -1.2363
N  2.898  2.612  1.407  1.1993
C  4.228  3.130  1.105  -0.7895
C  4.289  4.596  0.648  -0.4396
O  3.957  5.404  1.773  -0.2790
C  3.586  6.713  1.477  -0.5601
H  1.231  -1.000  3.611  0.1552
H  1.143  0.272  4.855  0.3414
H  2.653  -0.024  3.914  0.1931
H  0.828  2.476  4.051  0.5390
H  0.479  2.676  2.322  -0.2290
H  3.235  2.174  3.472  0.4107
H  2.614  3.792  3.134  0.5030
H  2.233  3.248  0.920  -0.4147
H  4.741  2.555  0.323  -0.0826
H  4.864  3.133  1.986  0.5131
H  3.573  4.879  -0.158  0.0274
H  5.255  4.941  0.261  0.5234
H  2.761  6.680  0.744  0.1219
H  4.401  7.361  1.095  0.2773
H  3.190  7.166  2.391  0.2488
C  -11.735  -3.546  -0.671  -0.7080
O  -10.757  -2.600  -1.009  -0.3283
C  -9.497  -2.861  -0.458  -0.3472
C  -8.536  -1.814  -0.933  -0.7195
N  -7.186  -2.031  -0.412  0.4958
C  -6.332  -2.997  -1.138  -1.1611
C  -4.837  -2.886  -0.796  -0.5052
O  -4.469  -1.560  -1.139  -0.2952
C  -3.069  -1.373  -1.152  0.2166
H  -11.470  -4.535  -1.108  0.2800
H  -12.684  -3.165  -1.084  0.2296
H  -11.796  -3.653  0.428  0.2853
H  -9.181  -3.879  -0.764  0.3629
H  -9.581  -2.861  0.643  0.1599
H  -8.830  -0.844  -0.551  0.3598
H  -8.562  -1.744  -2.046  0.2864
H  -6.720  -1.128  -0.427  -0.1754
H  -6.326  -2.821  -2.235  0.3701
H  -6.687  -4.013  -0.998  0.5178
H  -4.233  -3.598  -1.373  0.3574
H  -4.562  -3.048  0.257  0.2791
H  -2.718  -1.590  -0.121  -0.4502
H  -2.819  -0.371  -1.515  -0.0454
H  -2.611  -2.116  -1.799  0.5377
C  -1.257  -4.402  0.255  -0.2821
O  0.112  -4.637  0.594  -0.4633
C  1.045  -3.964  -0.228  -0.5832
C  1.207  -2.549  0.257  0.2230
N  2.179  -1.788  -0.614  1.5029
C  3.637  -2.149  -0.659  0.2044
C  4.188  -2.518  0.742  -1.5238
O  4.055  -1.435  1.651  0.4226
C  4.807  -1.706  2.841  -1.4955
H  -1.866  -4.973  0.962  0.3269
H  -1.485  -4.729  -0.767  0.2970
H  -1.496  -3.337  0.376  -0.0351
H  0.726  -3.880  -1.286  0.3199
H  2.003  -4.471  -0.245  0.3283
H  1.588  -2.553  1.277  0.3073
H  0.252  -1.961  0.261  -0.1623
H  1.839  -1.761  -1.651  0.2899
H  4.128  -1.245  -1.059  -0.2377
H  3.798  -3.036  -1.293  0.4378
H  5.259  -2.697  0.580  0.6295
H  3.728  -3.414  1.179  0.4554
H  5.719  -2.276  2.687  0.5028
H  4.207  -2.157  3.618  0.4312
H  5.016  -0.747  3.283  0.3062
C  -1.774  1.579  0.495  0.2603
O  -3.180  1.360  0.701  0.0954
C  -3.978  2.462  0.084  -0.2567
C  -5.438  2.100  0.229  -1.0381
N  -5.834  0.936  -0.610  0.2760
C  -5.869  1.218  -1.993  -0.1399
C  -7.218  1.758  -2.483  -0.7058
O  -7.094  2.470  -3.718  -0.3486
C  -8.249  3.148  -4.153  -0.7420
H  -1.284  0.903  1.189  -0.4496
H  -1.450  2.594  0.734  0.2521
H  -1.379  1.411  -0.491  -0.1489
H  -3.558  2.535  -0.942  0.0875
H  -3.686  3.399  0.636  0.3410
H  -6.018  2.948  -0.149  0.4291
H  -5.595  1.903  1.289  0.2966
H  -5.152  0.210  -0.506  -0.3567
H  -5.537  0.347  -2.544  0.5076
H  -5.118  1.992  -2.241  0.1272
H  -7.588  2.396  -1.643  0.2805
H  -7.953  0.952  -2.564  0.2850
H  -9.162  2.508  -4.036  0.2679
H  -8.132  3.499  -5.162  0.2452
H  -8.391  4.019  -3.496  0.3054
C  -1.311  2.556  -3.588  -0.8254
O  -0.251  2.352  -4.469  0.2316
C  -0.556  2.545  -5.775  -0.5790
C  0.725  2.576  -6.593  -0.9394
N  1.460  1.277  -6.341  -0.3144
C  2.921  1.170  -6.747  -0.9336
C  3.327  -0.212  -6.376  -0.6577
O  3.171  -0.400  -4.998  0.1203
C  3.980  -1.415  -4.468  -0.5908
H  -1.613  3.593  -3.616  0.5245
H  -0.891  2.232  -2.650  -0.1378
H  -2.059  1.825  -3.893  0.4554
H  -1.142  3.444  -5.990  0.3781
H  -1.114  1.647  -6.135  0.3479
H  1.354  3.412  -6.256  0.3317
H  0.524  2.697  -7.664  0.4578
H  0.940  0.619  -6.927  0.1703
H  3.394  1.974  -6.190  0.3927
H  3.013  1.335  -7.815  0.5044
H  4.373  -0.373  -6.698  0.5206
H  2.670  -0.910  -6.930  0.3171
H  4.037  -1.222  -3.399  -0.3396
H  4.961  -1.286  -4.930  0.5003
H  3.526  -2.373  -4.705  0.2172
C  6.497  1.805  -4.152  -0.6815
C  6.877  1.055  -2.869  -0.3394
O  6.351  1.695  -1.723  -0.4786
H  6.938  2.802  -4.126  0.3420
H  5.409  1.914  -4.214  -0.1694
H  6.911  1.271  -5.019  0.3403
H  7.946  0.991  -2.666  0.4989
H  6.558  -0.002  -2.839  0.1562
H  5.393  1.640  -1.846  -0.0431
C  -0.454  6.317  0.268  -1.4325
C  0.264  5.534  -0.788  0.0142
O  0.566  4.189  -0.292  -0.1098
H  -1.356  5.736  0.456  0.2558
H  -0.701  7.323  -0.038  0.4280
H  0.091  6.357  1.205  0.3163
H  1.208  6.024  -1.055  0.3376
H  -0.323  5.462  -1.733  0.2285
H  0.975  3.736  -1.034  -0.1895

Properties
- charge = 0
- E_HOMO (eV) = -7.774
- gap between HOMO and LUMO (eV) = 5.54

Here is 8 unconnected molecules or ions with the total composition C45H107N7O8 in a non-equilibrium geometry from the Open Molecules 2025 dataset. Energies are from ωB97M-V/def2-TZVPD.

Last column: Mulliken spin population.
Element x y z (Å)
C  2.703  -2.174  -4.601  -0.0025
C  2.994  -1.373  -3.328  0.0021
C  4.076  -2.056  -2.400  -0.0097
O  3.689  -3.288  -1.847  -0.0314
C  2.744  -3.177  -0.762  -0.0995
N  3.234  -0.050  -3.849  0.0000
H  2.702  -3.231  -4.333  0.0010
H  3.606  -2.016  -5.190  0.0002
H  1.841  -1.826  -5.170  0.0005
H  2.072  -1.277  -2.753  -0.0023
H  4.326  -1.395  -1.570  0.0080
H  4.929  -2.104  -3.076  0.0001
H  2.499  -4.098  -0.234  0.0309
H  1.774  -2.771  -1.047  0.0032
H  3.089  -2.519  0.035  0.0969
H  2.363  0.126  -4.330  -0.0003
H  3.232  0.623  -3.096  -0.0020
C  0.240  2.412  -4.620  -0.0011
C  -0.152  1.506  -5.724  -0.0007
C  -1.307  0.567  -5.368  0.0012
O  -0.947  -0.270  -4.251  -0.0077
C  -2.058  -0.804  -3.608  -0.0007
N  -0.271  2.335  -6.912  0.0000
H  1.220  2.851  -4.808  0.0012
H  0.374  1.808  -3.722  -0.0010
H  -0.572  3.112  -4.423  0.0017
H  0.614  0.786  -6.012  0.0007
H  -1.585  -0.025  -6.240  -0.0002
H  -2.017  1.348  -5.096  0.0003
H  -2.543  0.005  -3.061  0.0003
H  -1.732  -1.569  -2.904  0.0154
H  -2.726  -1.268  -4.333  -0.0034
H  -0.123  1.821  -7.769  -0.0001
H  0.402  3.074  -7.054  0.0000
C  3.175  3.445  -2.371  -0.0091
C  3.842  2.815  -1.153  -0.0049
C  3.717  3.552  0.233  0.0329
O  4.231  4.883  0.214  -0.0545
C  5.139  5.310  1.209  0.1806
N  3.370  1.453  -1.048  0.0657
H  3.583  4.416  -2.656  -0.0068
H  2.088  3.399  -2.311  0.0160
H  3.331  2.943  -3.326  0.0015
H  4.878  2.781  -1.491  -0.0070
H  4.176  2.987  1.044  0.0466
H  2.671  3.635  0.528  0.0326
H  4.700  5.043  2.170  -0.0896
H  5.506  6.336  1.193  -0.0266
H  6.058  4.734  1.100  0.0437
H  2.518  1.566  -0.517  0.0175
H  4.008  1.140  -0.331  -0.0197
C  6.898  0.467  -0.265  0.0154
C  6.328  0.119  1.113  0.0274
C  6.644  1.126  2.132  -0.3057
O  8.104  1.196  2.258  -0.0246
C  8.541  2.278  3.059  0.2326
N  4.885  0.008  1.000  0.7338
H  6.481  1.442  -0.517  -0.0031
H  6.563  -0.336  -0.922  -0.0138
H  7.986  0.540  -0.250  0.0057
H  6.631  -0.890  1.394  0.0236
H  6.376  0.795  3.135  0.0294
H  6.210  2.116  1.997  0.0133
H  8.609  3.124  2.374  -0.0007
H  9.545  2.073  3.430  -0.0084
H  7.800  2.481  3.832  -0.0575
H  4.535  -0.218  1.920  0.0976
H  4.593  -0.635  0.277  0.0536
C  -4.839  -1.481  -1.767  0.0108
C  -5.381  -2.708  -0.973  -0.0562
C  -4.581  -3.967  -1.454  0.0201
C  -3.142  -4.110  -0.960  0.0201
C  -3.068  -3.982  0.522  0.0306
C  -3.866  -2.787  1.145  -0.3927
N  -5.192  -2.523  0.489  0.0898
O  -5.904  -1.460  0.952  -0.0184
C  -4.095  -3.319  2.589  0.0595
C  -2.995  -1.504  1.195  -0.0644
C  -6.858  -3.009  -1.305  0.0092
H  -4.906  -1.641  -2.843  -0.0026
H  -3.831  -1.136  -1.536  0.0105
H  -5.437  -0.607  -1.511  0.0072
H  -5.142  -4.853  -1.155  -0.0071
H  -4.431  -4.001  -2.533  -0.0026
H  -2.596  -3.263  -1.376  0.0126
H  -2.875  -5.040  -1.461  -0.0184
H  -2.027  -3.966  0.847  0.0826
H  -3.408  -4.947  0.896  -0.0106
H  -4.693  -4.225  2.485  -0.0158
H  -3.200  -3.485  3.189  0.0646
H  -4.631  -2.485  3.042  0.0256
H  -2.338  -1.374  2.055  0.2293
H  -2.379  -1.424  0.299  -0.0377
H  -3.699  -0.673  1.145  -0.0397
H  -6.943  -3.331  -2.342  0.0053
H  -7.471  -2.113  -1.208  0.0011
H  -7.290  -3.805  -0.698  -0.0032
H  -6.625  -1.876  1.431  0.0086
C  4.784  -1.312  5.494  0.8082
C  3.697  -2.207  4.853  -1.6397
C  3.209  -3.122  5.960  0.2807
C  2.017  -4.001  5.611  0.0005
C  0.916  -2.993  5.074  0.2263
C  1.316  -1.953  3.958  -1.9637
N  2.630  -1.343  4.301  1.6461
O  3.048  -0.337  3.413  -3.4029
C  1.325  -2.600  2.557  0.7772
C  0.278  -0.818  4.078  0.8444
C  4.298  -3.051  3.675  0.3089
H  5.298  -0.700  4.753  0.1330
H  4.464  -0.582  6.238  -0.2495
H  5.468  -1.957  6.046  0.0110
H  3.997  -3.723  6.415  0.0001
H  2.770  -2.507  6.745  0.0238
H  2.260  -4.700  4.810  0.0000
H  1.623  -4.496  6.499  -0.0376
H  0.358  -2.619  5.932  0.0515
H  0.184  -3.621  4.565  -0.0150
H  1.872  -1.936  1.887  0.0804
H  0.380  -2.736  2.032  -0.0541
H  1.852  -3.552  2.501  0.0890
H  0.417  0.111  3.524  0.2931
H  0.326  -0.370  5.071  -0.5549
H  -0.716  -1.241  3.930  0.4821
H  3.854  -3.946  3.238  0.0871
H  4.434  -2.401  2.811  0.0449
H  5.281  -3.443  3.936  -0.0362
H  3.035  0.420  4.003  1.5172
C  -7.892  1.685  -0.739  0.0136
C  -6.748  2.692  -0.360  -0.0385
C  -6.154  2.176  0.937  0.0177
C  -4.693  2.463  1.245  0.0617
C  -3.884  2.205  -0.018  0.0222
C  -4.367  3.068  -1.198  -0.1212
N  -5.810  2.756  -1.486  0.0127
O  -6.292  3.515  -2.558  0.0016
C  -4.081  4.511  -1.000  0.0334
C  -3.463  2.507  -2.349  0.0155
C  -7.370  4.091  -0.114  0.0101
H  -8.533  2.042  -1.545  0.0028
H  -8.528  1.481  0.122  -0.0009
H  -7.503  0.699  -0.994  -0.0037
H  -6.740  2.530  1.786  -0.0252
H  -6.439  1.129  1.035  0.0224
H  -4.296  1.784  2.000  -0.0446
H  -4.667  3.505  1.562  0.0180
H  -3.890  1.161  -0.330  -0.0480
H  -2.905  2.557  0.306  0.1023
H  -3.032  4.688  -0.765  -0.0108
H  -4.161  5.081  -1.925  0.0087
H  -4.524  4.955  -0.108  -0.0017
H  -2.541  2.017  -2.035  0.0038
H  -4.011  1.740  -2.898  0.0050
H  -3.075  3.262  -3.033  0.0043
H  -6.676  4.896  0.128  0.0059
H  -8.185  4.167  0.606  -0.0043
H  -7.829  4.538  -0.996  -0.0010
H  -6.264  2.870  -3.268  0.0013
C  -0.278  0.677  -0.875  0.1791
C  0.144  0.368  0.494  -0.4524
O  1.355  0.993  0.803  0.0358
H  -1.198  0.167  -1.161  0.0048
H  0.411  0.377  -1.665  0.0497
H  -0.501  1.738  -0.986  -0.0409
H  0.243  -0.717  0.525  0.0718
H  -0.631  0.645  1.207  -0.1057
H  1.764  0.607  1.581  0.3865

Properties
- charge = -1
- E_HOMO (alpha / beta) (eV) = 0.402 / -5.928
- gap between HOMO and LUMO (alpha / beta) (eV) = 1.55 / 7.84
- 2S+1 = 2